Formula: C42H55AuN4P2SSbSe
Source: OMol25
Level of theory: the ωB97M-V functional and the def2-TZVPD basis

Each line ends with the Löwdin charge.
Element x y z (Å)
Au: 0.15732 0.33315 -0.53533  0.376
C: 6.03867 -5.03670 -1.49142  -0.395
S: 5.78899 -3.87347 -0.13271  0.817
C: 6.38986 -2.33219 -0.89787  -0.453
C: 5.39786 -1.16946 -0.79029  -0.249
C: 4.07495 -1.52091 -1.44744  -0.237
N: 2.91797 -0.62761 -1.14404  -0.409
P: 2.41591 0.11541 0.29706  0.903
C: 3.20171 1.72109 0.47983  -0.352
C: 2.63526 2.62756 1.37055  -0.149
C: 3.23844 3.85060 1.61086  -0.049
C: 4.41310 4.17974 0.94835  -0.029
C: 4.97840 3.28583 0.04888  -0.033
C: 4.37895 2.05826 -0.18428  -0.070
C: 2.92069 -0.89647 1.69170  -0.334
C: 3.27902 -0.28930 2.89829  -0.061
C: 3.64489 -1.07212 3.98215  -0.039
C: 3.65806 -2.45560 3.87129  -0.035
C: 3.30127 -3.06286 2.67405  -0.066
C: 2.91359 -2.28972 1.59294  -0.122
P: 1.56541 -0.63182 -2.15060  0.811
C: 1.24836 -2.33616 -2.59325  -0.354
C: 1.04931 -3.25057 -1.55612  -0.131
C: 0.96447 -4.60247 -1.82780  -0.059
C: 1.05894 -5.04956 -3.14331  -0.031
C: 1.23249 -4.14385 -4.17765  -0.028
C: 1.33011 -2.78470 -3.90977  -0.042
C: 1.93429 0.33683 -3.60569  -0.342
C: 3.14119 1.03929 -3.63563  -0.071
C: 3.48445 1.77985 -4.75529  -0.040
C: 2.62210 1.83704 -5.83965  -0.027
C: 1.40574 1.16366 -5.80266  -0.039
C: 1.05499 0.41803 -4.69229  -0.115
H: 5.74185 -6.01714 -1.12444  0.037
H: 7.08833 -5.07964 -1.77256  0.047
H: 5.42914 -4.77998 -2.35692  0.034
H: 6.62806 -2.54142 -1.94124  0.089
H: 7.31584 -2.04629 -0.40223  0.083
H: 5.84886 -0.30260 -1.27618  0.107
H: 5.25975 -0.92057 0.26532  0.107
H: 3.80217 -2.53581 -1.15381  0.062
H: 4.18992 -1.52179 -2.53506  0.131
H: 1.72975 2.35775 1.89850  0.059
H: 2.79767 4.54829 2.31049  0.120
H: 4.88894 5.13301 1.13355  0.125
H: 5.89172 3.54444 -0.46932  0.123
H: 4.83017 1.37359 -0.88436  0.070
H: 3.31002 0.78721 2.98829  0.101
H: 3.94011 -0.59867 4.90854  0.123
H: 3.96301 -3.06082 4.71437  0.123
H: 3.35231 -4.13888 2.57382  0.117
H: 2.67242 -2.77881 0.65948  0.071
H: 0.98827 -2.89321 -0.53312  0.070
H: 0.84041 -5.31581 -1.02282  0.112
H: 1.00291 -6.10816 -3.35854  0.124
H: 1.30482 -4.49344 -5.19838  0.126
H: 1.48988 -2.09130 -4.72273  0.108
H: 3.81149 1.01034 -2.78892  0.080
H: 4.42379 2.31510 -4.77871  0.121
H: 2.89546 2.40803 -6.71651  0.125
H: 0.72931 1.22081 -6.64446  0.123
H: 0.10583 -0.09936 -4.67597  0.072
Se: -1.54236 -0.21693 -2.25177  0.699
C: -2.99169 1.02854 -2.38197  -0.654
C: -2.83907 2.23141 -3.05273  -0.115
C: -3.96987 3.01866 -3.24059  -0.117
N: -5.18211 2.67419 -2.82132  0.099
C: -5.31516 1.51033 -2.19537  -0.127
C: -4.25249 0.65134 -1.94292  -0.141
H: -1.87529 2.55436 -3.42349  0.107
H: -3.89365 3.96593 -3.76209  0.122
H: -6.31820 1.24893 -1.87790  0.121
H: -4.41508 -0.28760 -1.43033  0.094
C: -3.58036 -3.48101 2.79348  -0.043
C: -2.95222 -2.15847 2.29320  -0.142
N: -1.74540 -2.41280 1.50190  -0.139
C: -2.13085 -3.13577 0.28728  -0.147
C: -2.91150 -4.42782 0.62841  -0.043
N: -2.84645 -4.60300 2.11791  -0.085
C: -1.41278 -4.63044 2.56413  -0.045
C: -0.82383 -3.22446 2.29697  -0.129
H: -4.63402 -3.57817 2.53942  0.143
H: -3.46707 -3.62430 3.86676  0.143
H: -2.69435 -1.53913 3.15015  0.111
H: -3.66125 -1.60799 1.67496  0.129
H: -1.23511 -3.37688 -0.28229  0.093
H: -2.73754 -2.48019 -0.33511  0.093
H: -2.47767 -5.31726 0.17497  0.138
H: -3.96460 -4.37809 0.35686  0.142
H: -3.29086 -5.48519 2.37110  0.198
H: -0.91992 -5.41374 1.99042  0.137
H: -1.39764 -4.90760 3.61648  0.142
H: 0.12963 -3.31306 1.77579  0.105
H: -0.63236 -2.70845 3.23762  0.134
C: -0.35984 3.77809 1.62216  -0.288
Sb: -1.29792 1.96244 1.04643  1.303
C: -2.98774 2.92974 0.23232  -0.268
C: -2.09085 1.30818 2.89434  -0.282
H: -1.17336 4.46532 1.85013  0.031
H: 0.23646 4.17365 0.80342  0.026
H: 0.26082 3.66069 2.50594  0.013
H: -3.41912 3.49513 1.05824  0.038
H: -3.72676 2.24160 -0.16505  -0.006
H: -2.66730 3.61248 -0.55029  0.030
H: -2.37211 2.21503 3.42830  0.032
H: -1.36459 0.75227 3.48230  0.015
H: -2.97957 0.70775 2.71969  -0.001

Results
total charge: +3
molecular weight: 1107.63 g mol⁻¹
LUMO: -8.8 eV
frontier orbital gap: 5.68 eV
maximum force: 0.4 eV Å⁻¹
HOMO energy: -14.45 eV

=====

Formula: C21H20LiN4O3
Source: OMol25
Level of theory: the ωB97M-V functional and the def2-TZVPD basis

Each line ends with the Löwdin charge.
Element x y z (Å)
Li: 23.13575 15.62943 9.82418  0.411
C: 20.28485 12.72150 11.11286  -1.222
O: 19.65873 11.68907 11.34337  -0.055
O: 20.33976 13.22731 9.99733  -0.060
O: 21.10266 13.06252 11.92096  -0.053
N: 26.50170 14.57167 7.18783  0.041
C: 26.60759 13.22660 6.82951  -0.107
C: 27.32425 12.79658 5.67205  -0.058
C: 27.75972 13.83115 4.79486  -0.111
C: 27.59392 15.16701 5.07990  -0.074
C: 26.97998 15.48599 6.34486  -0.155
H: 26.35410 12.41989 7.50134  0.093
H: 27.37265 11.74865 5.41535  0.090
H: 28.26188 13.59824 3.86751  0.092
H: 27.97802 15.88423 4.36965  0.090
H: 26.78252 16.50545 6.64169  0.089
N: 25.81692 17.19972 13.91567  0.039
C: 24.99218 17.86003 14.83190  -0.107
C: 25.58114 18.19716 16.02837  -0.111
C: 26.91858 17.90983 16.40147  -0.058
C: 27.68113 17.25020 15.38707  -0.075
C: 27.09086 16.85265 14.16247  -0.150
H: 23.92699 17.96036 14.68452  0.102
H: 24.97109 18.71388 16.75449  0.088
H: 27.35068 18.17920 17.35393  0.092
H: 28.72592 17.04286 15.56547  0.082
H: 27.65998 16.32234 13.41329  0.095
N: 19.54742 14.58377 2.88303  0.047
C: 18.54853 14.50577 1.84865  -0.075
C: 19.01111 14.55067 0.51171  -0.094
C: 20.30417 14.96237 0.23458  -0.131
C: 21.22090 15.23771 1.20681  -0.074
C: 20.78927 14.99959 2.55912  -0.141
H: 17.57508 14.10713 2.09337  0.090
H: 18.29290 14.31447 -0.25951  0.089
H: 20.71458 14.98099 -0.76422  0.098
H: 22.21921 15.53307 0.91952  0.094
H: 21.40232 15.30367 3.39465  0.095
N: 21.20813 20.01769 9.27659  0.044
C: 19.83828 20.07787 9.15324  -0.136
C: 19.16399 21.27310 9.07949  -0.075
C: 19.91573 22.48588 9.06197  -0.091
C: 21.28405 22.42077 9.01212  -0.084
C: 21.91541 21.15010 9.18317  -0.143
H: 19.40010 19.09092 9.17225  0.103
H: 18.09650 21.19563 8.93490  0.095
H: 19.40348 23.43648 9.04306  0.096
H: 21.78335 23.37483 8.92925  0.091
H: 22.96089 21.03241 9.42714  0.093

Results
energy above the lowest of the compared OMol25 structures with the same formula, charge and spin: 130.7 kcal per mole
total charge: -1
molecular weight: 383.36 g mol⁻¹
LUMO: 1.8 eV
frontier orbital gap: 2.69 eV
maximum force: 7.4 eV Å⁻¹
HOMO energy: -0.93 eV

=====

Formula: C8H20F24KO4P4
Source: OMol25
Level of theory: the ωB97M-V functional and the def2-TZVPD basis

Each line ends with the Löwdin charge.
Element x y z (Å)
K: 1.55358 1.09585 -1.33863  1.111
P: 1.93213 -2.37300 -1.41891  0.246
F: 1.06495 -2.72228 -0.09553  -0.137
F: 2.52507 -3.87785 -1.59630  -0.185
F: 0.68517 -2.93322 -2.34116  -0.166
F: 2.71883 -1.94826 -2.79276  -0.184
F: 1.20402 -0.95584 -1.29972  -0.343
F: 3.31083 -2.03390 -0.59322  -0.173
P: -3.79018 -3.31794 -0.71206  0.322
F: -2.61278 -3.73632 -1.85036  -0.217
F: -3.06098 -1.90636 -0.55875  -0.162
F: -4.58726 -2.68207 -1.98873  -0.192
F: -5.06802 -2.95216 0.25049  -0.243
F: -4.51448 -4.81245 -0.99747  -0.235
F: -2.93156 -4.00069 0.50335  -0.162
P: 1.39247 4.37039 -1.76622  0.153
F: 0.55340 4.68485 -0.37815  -0.173
F: 2.20702 3.12585 -1.20090  -0.236
F: 0.16654 3.39322 -2.24724  -0.170
F: 2.17554 4.23875 -3.17222  -0.165
F: 0.66220 5.62615 -2.40793  -0.176
F: 2.47584 5.46133 -1.29587  -0.176
P: -1.25261 0.70051 -0.95389  0.355
F: -2.19317 -0.50062 -0.51653  -0.156
F: -0.19610 0.46480 0.31448  -0.231
F: -0.37634 -0.44725 -1.84590  -0.195
F: -0.23090 1.86747 -1.42580  -0.388
F: -2.27099 1.02074 -2.12001  -0.105
F: -2.14519 1.73067 0.00227  -0.174
C: -0.68575 1.78085 2.93166  -0.131
O: -1.43427 0.61036 3.06275  -0.203
C: -2.61486 0.63972 2.21857  -0.189
C: -2.86557 -0.83701 2.05632  -0.186
O: -4.18227 -0.99757 1.46896  -0.148
C: -4.88035 -2.19471 1.87966  -0.226
H: -1.33800 2.62715 3.14714  0.087
H: -0.24022 1.83645 1.93842  0.068
H: 0.20095 1.52990 3.51380  0.082
H: -2.71931 1.14968 1.26091  0.069
H: -3.35451 1.20732 2.78323  0.112
H: -2.74496 -1.34435 3.01348  0.112
H: -2.10343 -1.32306 1.44723  0.115
H: -5.91853 -2.11703 1.55681  0.095
H: -4.87470 -2.25367 2.96805  0.054
H: -4.49470 -3.19810 1.69919  0.075
C: 4.41905 0.26409 -2.43360  -0.069
O: 3.81913 1.02636 -1.34655  -0.316
C: 4.27994 0.74570 -0.02365  -0.195
C: 3.35873 1.31717 1.02507  -0.183
O: 2.05477 0.81708 0.80971  -0.308
C: 1.69264 -0.40415 1.42440  -0.096
H: 4.17501 -0.79733 -2.47785  0.059
H: 5.49155 0.45164 -2.38172  0.076
H: 4.20616 0.54087 -3.46615  0.092
H: 5.24511 1.24742 0.04576  0.118
H: 4.41453 -0.33033 0.08663  0.113
H: 3.38079 2.38905 0.82837  0.120
H: 3.68940 1.27290 2.06276  0.127
H: 2.09216 -1.20575 0.80317  0.053
H: 0.60518 -0.46657 1.46486  0.086
H: 1.92925 -0.56444 2.47626  0.094

Results
energy above the lowest of the compared OMol25 structures with the same formula, charge and spin: 349.4 kcal per mole
total charge: -3
molecular weight: 799.19 g mol⁻¹
LUMO: 5.5 eV
frontier orbital gap: 6.56 eV
maximum force: 10.5 eV Å⁻¹
HOMO energy: -1.07 eV

=====

Formula: C4H11NS
Source: OMol25
Level of theory: the ωB97M-V functional and the def2-TZVPD basis

Each line ends with the Mulliken spin population.
Element x y z (Å)
C: 0.53238 0.31510 -2.25609  0.017
N: 0.71675 -0.13799 -0.90578  0.797
C: -0.39797 -0.12039 0.04504  -0.007
C: -0.13832 -1.23882 1.08930  0.043
S: -1.35584 -1.20224 2.40548  0.015
C: -0.37807 1.27731 0.63994  0.080
H: 0.37052 1.39726 -2.28032  0.056
H: 1.45455 0.15494 -2.80677  0.012
H: -0.24792 -0.27215 -2.72058  0.008
H: 1.57394 0.17449 -0.43306  -0.028
H: -1.28714 -0.38177 -0.51804  -0.001
H: -0.09874 -2.18437 0.54461  -0.003
H: 0.89413 -1.18684 1.45439  0.000
H: -0.52917 -1.59338 3.38029  0.001
H: -1.04181 1.41140 1.49626  0.010
H: 0.62896 1.55551 0.94111  0.005
H: -0.69624 2.03194 -0.07577  -0.004

Results
energy above the lowest of the compared OMol25 structures with the same formula, charge and spin: 6.9 kcal per mole
total charge: +1
molecular weight: 105.21 g mol⁻¹
LUMO (alpha / beta): -3.1 / -7.9 eV
frontier orbital gap (alpha / beta): 9.94 / 5.07 eV
multiplicity: 2
⟨S²⟩: 0.75
maximum force: 2.1 eV Å⁻¹
HOMO energy (alpha / beta): -13.04 / -13.00 eV

=====

Formula: ClH2O3PS
Source: OMol25
Level of theory: the ωB97M-V functional and the def2-TZVPD basis

Each line ends with the Löwdin charge.
Element x y z (Å)
O: -0.14209 -0.73068 -1.27468  -0.156
O: -0.55127 -0.88198 1.13364  -0.181
O: 1.23394 0.84810 0.27585  -0.791
P: -0.36915 0.18189 -0.02331  0.018
S: -1.68648 1.52602 -0.13238  0.362
Cl: 2.72983 0.09062 -0.16079  0.590
H: -0.82574 -0.47379 -1.86504  0.048
H: -0.38903 -0.56018 2.04670  0.110

Results
energy above the lowest of the compared OMol25 structures with the same formula, charge and spin: 0.0 kcal per mole
molecular weight: 148.51 g mol⁻¹
SMILES string: OP(O)(=S)OCl
LUMO: -0.7 eV
frontier orbital gap: 9.15 eV
maximum force: 3.2 eV Å⁻¹
HOMO energy: -9.89 eV

=====

Formula: C6H13N
Source: OMol25
Level of theory: the ωB97M-V functional and the def2-TZVPD basis

Each line ends with the Löwdin charge.
Element x y z (Å)
C: 0.08855 -1.47656 1.91865  -0.128
N: -0.44676 -0.45678 1.00804  -0.108
C: -0.08658 -0.62763 -0.39177  -0.425
C: -0.37627 0.79449 -1.02347  -0.197
C: 0.18177 1.89955 -0.24426  -0.214
C: 1.43697 2.32812 -0.17803  0.002
C: -0.66680 -1.75939 -1.19893  -0.079
H: 1.12150 -1.16309 2.23453  0.082
H: -0.54295 -1.38445 2.82323  0.083
H: 0.26196 -2.49016 1.54791  0.066
H: -1.45112 -0.36609 1.13409  0.110
H: 1.00752 -0.79165 -0.38278  0.142
H: -0.21193 0.68990 -2.12184  0.115
H: -1.48582 0.83221 -1.14671  0.115
H: -0.63027 2.38429 0.28761  0.097
H: 1.65944 2.97592 0.68054  0.057
H: 2.29373 1.87599 -0.65911  0.054
H: -1.75080 -1.90438 -1.10641  0.080
H: -0.19385 -2.72906 -1.04284  0.069
H: -0.59038 -1.58163 -2.28319  0.076

Results
energy above the lowest of the compared OMol25 structures with the same formula, charge and spin: 36.3 kcal per mole
molecular weight: 99.18 g mol⁻¹
SMILES string: C=CC[C@H](C)NC
LUMO: 1.1 eV
frontier orbital gap: 9.78 eV
maximum force: 3.9 eV Å⁻¹
HOMO energy: -8.68 eV

=====

Formula: C13H26CrN4OS2
Source: OMol25
Level of theory: the ωB97M-V functional and the def2-TZVPD basis

Each line ends with the Mulliken spin population.
Element x y z (Å)
Cr: -0.03478 0.49894 0.24043  1.056
C: 1.58973 1.31607 2.62060  -0.001
C: 1.09315 -0.07989 2.90211  -0.001
N: 0.87351 -0.81480 1.61394  -0.027
C: 2.06290 -1.51840 1.04799  0.000
C: 3.01393 -0.57900 0.33146  0.001
S: 2.07046 0.58063 -0.72617  -0.035
C: 2.60244 2.23337 -0.12564  0.011
C: 1.54563 2.92662 0.73028  0.003
N: 0.75212 1.93700 1.53598  -0.008
H: 2.62002 1.31844 2.27844  0.000
H: 1.55075 1.94319 3.51171  0.000
H: 0.12901 -0.04843 3.41399  0.001
H: 1.78011 -0.63136 3.54663  0.000
H: 0.19437 -1.54378 1.82048  0.003
H: 1.67161 -2.26129 0.35175  0.001
H: 2.59496 -2.05947 1.83412  0.000
H: 3.68473 -1.14009 -0.31862  -0.001
H: 3.63609 0.00475 1.00538  0.000
H: 2.83703 2.83477 -1.00301  -0.001
H: 3.54301 2.07482 0.39924  -0.002
H: 0.84115 3.47454 0.11068  -0.002
H: 2.01993 3.64261 1.40488  0.002
H: -0.00541 2.46379 1.97226  -0.001
S: -2.30154 3.71718 -2.02571  0.003
C: -3.04566 3.23533 -0.57126  -0.003
C: -2.28340 2.31175 0.05962  0.004
N: -1.12777 1.96669 -0.62529  -0.010
C: -1.04321 2.64799 -1.75998  0.003
H: -3.98553 3.65920 -0.25300  0.000
H: -2.53153 1.84435 1.00440  0.001
H: -0.23171 2.52882 -2.46359  -0.001
C: -2.31616 -3.77142 -2.18759  -0.001
N: -2.01335 -2.66500 -1.23108  0.009
C: -2.75105 -2.66411 0.04814  0.000
C: -1.14170 -1.75774 -1.51840  -0.012
C: -0.40427 -1.68443 -2.81010  0.002
O: -0.89290 -0.81097 -0.63424  0.007
H: -2.81755 -4.55381 -1.62872  0.000
H: -1.39280 -4.16807 -2.59833  0.000
H: -2.97287 -3.40137 -2.97216  0.000
H: -3.63501 -3.27935 -0.07902  0.000
H: -3.05142 -1.65060 0.29878  -0.002
H: -2.12874 -3.09440 0.83191  0.001
H: -0.93968 -2.15664 -3.62885  0.001
H: 0.56147 -2.18554 -2.69831  -0.001
H: -0.22006 -0.64092 -3.05613  0.000

Results
total charge: +3
molecular weight: 370.51 g mol⁻¹
LUMO (alpha / beta): -11.4 / -10.8 eV
frontier orbital gap (alpha / beta): 7.83 / 8.40 eV
multiplicity: 2
⟨S²⟩: 0.76
maximum force: 0.6 eV Å⁻¹
HOMO energy (alpha / beta): -19.24 / -19.23 eV

=====

Formula: C3H11N2O
Source: OMol25
Level of theory: the ωB97M-V functional and the def2-TZVPD basis

Each line ends with the Löwdin charge.
Element x y z (Å)
C: 2.24911 -0.88953 0.83985  -0.009
C: 1.27768 -0.01416 0.07286  -0.343
C: 0.27864 0.62444 0.69829  -0.032
N: -0.86736 1.02313 -0.14671  0.173
N: 1.32222 0.10331 -1.33024  0.076
H: 2.78338 -1.50562 0.11367  0.085
H: 1.72516 -1.57017 1.50254  0.090
H: 2.98726 -0.24943 1.31978  0.097
H: 0.01177 0.63596 1.74176  0.130
H: -1.33900 1.89184 0.09883  0.169
H: -1.58918 0.28600 -0.19108  0.116
H: -0.54525 1.06135 -1.12100  0.142
H: 1.81242 0.89566 -1.72990  0.117
H: 1.66469 -0.73893 -1.76950  0.102
H: -3.96652 -0.12588 -0.23495  0.065
H: -3.42618 -1.62081 -0.19048  0.054
O: -3.29778 -0.72933 0.10985  -0.033

Results
energy above the lowest of the compared OMol25 structures with the same formula, charge and spin: 32.8 kcal per mole
total charge: +1
molecular weight: 91.13 g mol⁻¹
LUMO: -3.1 eV
frontier orbital gap: 10.43 eV
maximum force: 1.6 eV Å⁻¹
HOMO energy: -13.56 eV

=====

Question: The lowest maximum force belongs to which entry?
Answer: C42H55AuN4P2SSbSe

=====

Question: Among the records above, which one has the highest molecular weight?
Answer: C42H55AuN4P2SSbSe